1.
A molecular structure, C38H52N4O7PbS in a non-equilibrium geometry. Source: the OMol25 dataset; level of theory: the ωB97M-V functional and the def2-TZVPD basis.

Cartesian coordinates (Å):
Pb: 0.6745 0.7222 0.6993
O: -0.7340 -2.2708 2.1894
C: -2.0515 -2.2208 1.7044
C: -2.6598 -0.8183 1.6720
N: -2.1305 0.1333 0.6878
C: -2.7316 1.4270 0.9965
C: -2.0645 2.1569 2.1940
O: -2.7934 2.6590 3.0431
O: -0.8045 2.2389 2.1532
C: -2.3417 -0.2014 -0.6929
C: -0.1158 1.0929 -2.1021
O: 0.1902 1.3583 -3.4813
O: 0.4263 0.0220 -1.6016
H: -0.1764 -1.7321 1.6096
H: -2.1233 -2.6927 0.7190
H: -2.6354 -2.8229 2.4097
H: -3.7478 -0.9460 1.5191
H: -2.5065 -0.3598 2.6556
H: -2.5942 2.0876 0.1370
H: -3.8129 1.3290 1.1965
H: -1.2037 -1.9718 -0.8738
H: -2.9165 0.5331 -1.2466
C: 2.8875 -0.5691 1.8835
C: 2.5261 0.3282 2.9251
C: 2.7022 1.6464 2.4252
C: 3.1546 1.5098 1.0682
C: 3.3203 0.1407 0.7534
C: 3.9979 -0.4405 -0.4637
C: 3.2682 -1.6979 -0.9429
C: 4.0096 0.5650 -1.6155
C: 5.4469 -0.7994 -0.0830
C: 2.6773 3.0418 3.0441
C: 2.6288 4.1161 1.9402
C: 1.4769 3.3207 3.9541
C: 3.9872 3.2856 3.8188
C: 2.0569 -0.2124 4.2715
C: 2.8977 0.3523 5.4269
C: 0.5636 0.0663 4.5095
C: 2.2228 -1.7402 4.3427
H: 2.9169 -1.6383 1.9702
H: 3.5338 2.3119 0.4658
H: 2.2660 -1.4316 -1.2706
H: 3.1968 -2.4349 -0.1471
H: 3.8039 -2.1490 -1.7785
H: 2.9885 0.8182 -1.8874
H: 4.5027 0.1348 -2.4872
H: 4.5383 1.4746 -1.3393
H: 5.4499 -1.5311 0.7229
H: 5.9767 0.0894 0.2583
H: 5.9786 -1.2178 -0.9393
H: 1.8826 3.8708 1.1920
H: 3.5948 4.2259 1.4501
H: 2.3751 5.0807 2.3808
H: 0.5588 3.0889 3.4205
H: 1.4622 4.3761 4.2340
H: 1.5093 2.7431 4.8711
H: 4.8383 3.2232 3.1412
H: 4.1281 2.5529 4.6052
H: 3.9743 4.2796 4.2697
H: 2.6972 1.4045 5.5854
H: 3.9586 0.2221 5.2161
H: 2.6694 -0.1714 6.3566
H: 0.2859 1.0653 4.2007
H: 0.3149 -0.0648 5.5647
H: -0.0342 -0.6337 3.9300
H: 3.2581 -2.0377 4.1884
H: 1.5921 -2.2367 3.6117
H: 1.9168 -2.0873 5.3298
C: -6.1608 -5.4452 -3.8934
C: -5.6495 -6.4278 -4.9149
O: -6.2687 -7.4258 -5.2395
S: -4.0289 -6.1565 -5.5806
C: -3.3186 -4.7622 -4.7687
C: -2.9721 -4.8119 -3.4061
C: -2.4521 -3.7196 -2.7818
C: -2.2008 -2.4838 -3.4753
C: -2.4379 -2.5233 -4.8921
C: -3.0002 -3.6043 -5.4989
C: -1.8450 -1.3293 -2.8077
C: -1.7644 -1.2011 -1.3786
H: -6.5928 -5.9886 -3.0538
H: -6.9453 -4.8463 -4.3571
H: -5.3751 -4.7838 -3.5432
H: -3.1431 -5.7317 -2.8556
H: -2.2125 -3.7825 -1.7291
H: -2.1977 -1.6441 -5.4724
H: -3.2178 -3.5911 -6.5610
C: -2.3718 1.9056 -5.0502
N: -2.0567 2.0606 -3.6386
C: -2.0927 3.3226 -3.1718
C: -1.5662 3.8818 -2.0632
C: -0.6864 3.2870 -1.0888
N: -0.0732 2.1524 -1.1447
C: -1.1557 1.0020 -3.1647
O: -1.6748 -0.1673 -3.6326
N: -0.4337 4.0580 0.0170
H: -3.1183 2.6434 -5.3449
H: -2.7609 0.9047 -5.2156
H: -1.4739 2.0374 -5.6610
H: -2.7099 3.9699 -3.7916
H: -1.8546 4.9015 -1.8488
H: -1.0785 4.8115 0.1936
H: -0.2120 3.5193 0.8527

Computed properties:
- Charge: -2
- Molecular weight: 916.12 Da

2.
3 unconnected molecules or ions with the total composition C12H28N2O5 in a non-equilibrium geometry. Source: the OMol25 dataset; level of theory: the ωB97M-V functional and the def2-TZVPD basis.

Cartesian coordinates (Å):
N: 0.9401 3.6347 0.5854
C: 0.2901 3.7359 -0.7443
C: -0.1729 2.2264 -1.0967
C: -1.2484 2.0130 0.0943
C: -1.7687 3.5300 0.3173
O: -2.5810 3.8715 1.1945
N: -1.0612 4.3899 -0.6674
H: 1.6275 2.8766 0.6284
H: 1.3507 4.5193 0.9002
H: 0.8555 4.2870 -1.5591
H: 0.6287 1.4339 -0.9834
H: -0.6897 2.3440 -2.1038
H: -0.8101 1.7289 1.1093
H: -2.0452 1.2176 -0.0525
H: -1.1031 5.2947 -0.1770
C: -1.7441 -0.2335 -3.7003
O: -1.1739 -0.7348 -2.4991
C: -1.8394 -1.9042 -2.0281
C: -1.0668 -3.1677 -2.3880
O: -1.0387 -3.3724 -3.7979
C: 0.1949 -2.9663 -4.3786
H: -1.0424 0.4777 -4.1392
H: -1.9328 -1.0268 -4.4267
H: -2.6797 0.2882 -3.4748
H: -2.8639 -1.9488 -2.4119
H: -1.8922 -1.8242 -0.9376
H: -1.5808 -4.0297 -1.9506
H: -0.0522 -3.1387 -1.9766
H: 0.9665 -3.7110 -4.1648
H: 0.5184 -1.9909 -4.0071
H: 0.0561 -2.8989 -5.4577
C: 0.3596 -0.2709 4.8880
O: 0.5847 -1.5891 4.4062
C: 0.2963 -1.7171 3.0168
C: 1.5687 -1.6798 2.1783
O: 2.1977 -0.4020 2.2490
C: 3.3004 -0.3914 3.1483
H: 0.8428 -0.1776 5.8618
H: 0.7766 0.4865 4.2206
H: -0.7146 -0.1011 5.0103
H: -0.4084 -0.9434 2.6936
H: -0.1864 -2.6897 2.8793
H: 1.3026 -1.8464 1.1292
H: 2.2607 -2.4736 2.4784
H: 4.1582 -0.8880 2.6866
H: 3.0599 -0.8849 4.0930
H: 3.5601 0.6470 3.3547

Computed properties:
- Structure (SMILES): N[C@H]1CCC(=O)N1.COCCOC.COCCOC
- Molecular weight: 280.36 Da

| no. | calculated total energy (Eh) |
| --- | --- |
| 1 | -2815.941447 |
| 2 | -959.620555 |